Entry from the Open Molecules 2025 dataset: C31H39N4O3P2PtS as an isolated structure (wB97M-V/def2-TZVPD).

Each line ends with the Mulliken charge.
Element x y z (Å)
Pt  1.03402  -0.46687  -0.65240  2.24
C  0.97341  3.03264  -0.20202  -1.34
P  -0.10682  1.59889  -0.41016  -0.19
C  -0.77226  1.34652  1.30099  0.22
N  -1.94819  1.82433  1.61203  -0.29
C  -2.42822  1.60494  2.86663  0.10
C  -3.69927  2.10709  3.22852  -0.64
C  -4.17773  1.87326  4.48418  -0.55
C  -3.41698  1.13433  5.42663  -0.56
C  -2.18918  0.64020  5.09871  -0.47
C  -1.67227  0.87064  3.80308  0.18
N  -0.45281  0.37052  3.46488  -0.38
C  -0.00371  0.58612  2.25638  0.28
P  1.60203  -0.14015  1.69612  0.12
C  2.86450  1.03692  2.25650  -1.59
C  1.99489  -1.74356  2.57454  1.75
C  1.91171  -1.66215  4.10316  -1.74
C  3.43788  -2.08084  2.15809  -1.69
C  1.03860  -2.82902  2.06543  -1.73
C  -1.41849  2.11543  -1.60153  1.97
C  -0.68268  2.17447  -2.95090  -1.79
C  -2.50829  1.04030  -1.65862  -1.78
C  -2.00166  3.49420  -1.26296  -1.74
H  0.43112  3.82095  0.32006  0.47
H  1.32179  3.38689  -1.16762  0.53
H  1.85851  2.74893  0.35773  0.18
H  -4.26135  2.67747  2.49712  0.47
H  -5.14933  2.25674  4.77312  0.42
H  -3.82150  0.96808  6.41840  0.41
H  -1.58726  0.08034  5.80466  0.47
H  3.11180  0.79917  3.28957  0.43
H  2.49175  2.05593  2.21201  0.54
H  3.74821  0.94507  1.62663  0.43
H  2.52089  -0.85199  4.51360  0.32
H  2.30522  -2.60099  4.50846  0.52
H  0.89378  -1.52892  4.45126  0.38
H  4.16122  -1.41852  2.64036  0.38
H  3.58717  -2.02262  1.07810  0.25
H  3.65868  -3.10315  2.47957  0.53
H  0.00001  -2.60131  2.32229  0.27
H  1.29895  -3.78217  2.53462  0.62
H  1.11410  -2.95917  0.98548  0.26
H  -0.21384  1.21463  -3.19989  0.21
H  0.09422  2.94509  -2.96691  0.47
H  -1.40684  2.41098  -3.73634  0.56
H  -2.09995  0.07806  -1.97822  0.30
H  -3.26213  1.34475  -2.39183  0.59
H  -3.00847  0.91619  -0.69624  0.28
H  -1.23084  4.26984  -1.25529  0.38
H  -2.51994  3.49385  -0.30876  0.27
H  -2.71847  3.75770  -2.04844  0.51
C  -3.82289  -4.73496  -0.97729  -1.54
C  -2.74462  -3.68855  -0.93906  0.91
C  -2.62160  -2.79386  0.12009  -0.98
C  -1.60672  -1.86005  0.11909  -0.14
N  -0.71267  -1.76653  -0.87707  0.23
C  -0.82993  -2.61530  -1.90736  -0.51
C  -1.81599  -3.57403  -1.97133  -0.56
H  -4.51017  -4.63466  -0.14047  0.37
H  -3.38072  -5.73342  -0.94214  0.35
H  -4.39184  -4.66722  -1.90662  0.38
H  -3.31757  -2.82211  0.95187  0.41
H  -1.50422  -1.15831  0.93493  0.38
H  -0.10985  -2.50508  -2.70991  0.18
H  -1.86081  -4.23366  -2.83187  0.47
O  2.78047  3.63187  -2.88716  -0.62
S  3.74598  2.57084  -2.99151  1.23
O  5.03844  2.86728  -3.51690  -0.71
N  3.86487  1.76703  -1.55968  -0.54
C  3.38565  0.55968  -1.65239  -0.21
O  3.30301  -0.30270  -0.68411  -0.64
C  2.87452  0.18104  -3.02730  0.77
C  2.32875  -1.02374  -3.44808  -0.13
C  1.83552  -1.10146  -4.75078  -0.71
C  1.92046  -0.00816  -5.60710  -0.61
C  2.51577  1.18020  -5.19336  -0.65
C  2.98270  1.24232  -3.89559  -0.14
H  2.38194  -1.90506  -2.81904  0.83
H  1.40928  -2.02812  -5.11874  0.47
H  1.55015  -0.09558  -6.62169  0.43
H  2.61610  2.02226  -5.87022  0.49

Atoms 1-6, force components in eV/Å:
Pt 0.5989 0.3266 0.6465
C -0.0345 -0.0157 0.0601
P 0.2375 -0.2785 0.2699
C -0.1663 -0.0735 -0.0063
N 0.0658 0.1114 -0.0868
C 0.0154 0.0110 -0.1460

Net charge = +1
2S+1 = 3
LUMO (spin up / spin down) = -3.51 / -4.16 eV
<S²> = 2.01
Frontier orbital gap (spin up / spin down) = 7.005 / 7.509 eV

---

Entry from the Open Molecules 2025 dataset: C17H22BF4N9O2RuSeSi as an isolated structure (wB97M-V/def2-TZVPD).

Each line ends with the natural charge from an NBO analysis.
Element x y z (Å)
Ru  -1.14828  0.20614  0.17306  0.49
N  -2.38207  1.93735  1.37119  -0.62
N  -2.59953  3.02298  0.52848  -0.39
C  -2.18533  3.03655  -0.74850  0.66
N  -2.71221  3.96774  -1.52270  -0.73
N  -1.22908  2.12497  -1.12605  -0.38
N  -0.95157  2.06722  -2.41116  0.63
O  -0.07011  1.15799  -2.79055  -0.27
O  -1.45425  2.68809  -3.31086  -0.32
H  -3.23645  1.41028  1.51145  0.40
H  -1.98958  2.25013  2.25027  0.39
H  -3.35301  3.65678  0.75814  0.39
H  -3.42903  4.57884  -1.16628  0.42
H  -2.45311  4.01744  -2.49586  0.46
Se  1.44826  -3.33512  6.41655  0.98
N  2.04312  -1.95352  5.46741  -0.59
C  1.20470  -1.77607  4.48237  0.09
C  1.36140  -0.72966  3.47726  -0.09
C  2.43451  0.15566  3.45533  -0.12
C  2.48253  1.09766  2.44930  -0.24
C  1.46977  1.13794  1.50104  0.04
N  0.43023  0.29949  1.49946  -0.40
C  0.38522  -0.63091  2.48538  0.23
C  -0.73374  -1.55054  2.43007  0.14
N  -1.58420  -1.35990  1.39959  -0.38
C  -2.60534  -2.20527  1.25246  0.07
C  -2.83414  -3.24903  2.14167  -0.22
C  -1.98199  -3.43976  3.20855  -0.12
C  -0.90046  -2.57445  3.35941  -0.10
C  0.08781  -2.68631  4.42578  0.19
N  0.03564  -3.59014  5.36638  -0.61
H  3.20188  0.08861  4.21417  0.25
H  3.29531  1.80732  2.38651  0.24
H  1.47711  1.87596  0.71157  0.20
H  -3.23944  -2.04596  0.38936  0.24
H  -3.67389  -3.90739  1.97160  0.24
H  -2.12504  -4.24558  3.91539  0.25
F  -1.32686  -1.73839  -1.63436  -0.56
B  -2.52148  -1.18725  -2.13048  1.35
F  -2.82832  -0.04892  -1.17844  -0.57
F  -2.35453  -0.60816  -3.36293  -0.54
F  -3.56923  -2.06139  -2.03250  -0.54
C  3.77513  -0.40514  -1.93338  -1.11
Si  2.43831  0.16169  -3.10902  1.61
C  3.01238  1.53610  -4.23273  -1.12
C  1.62907  -1.23263  -4.03337  -1.12
C  1.10633  0.90532  -1.94531  -0.51
H  4.62052  -0.81988  -2.48561  0.26
H  3.40539  -1.18397  -1.26323  0.25
H  4.15684  0.41860  -1.32555  0.24
H  3.74266  1.17242  -4.95767  0.26
H  3.48187  2.34529  -3.66917  0.24
H  2.17430  1.95227  -4.79597  0.25
H  2.29811  -1.63114  -4.79837  0.25
H  0.71504  -0.89777  -4.52766  0.26
H  1.35801  -2.04885  -3.36115  0.26
H  1.40224  1.85554  -1.49665  0.20
H  0.79858  0.21075  -1.15367  0.23

Atoms 1-6, force components in eV/Å:
Ru -0.2575 0.5941 0.4755
N 0.0855 -0.0485 -0.0485
N -0.1291 -0.0585 -0.0396
C -0.0069 -0.0077 -0.1381
N 0.0900 0.0199 0.0161
N 0.2489 -0.2194 0.1299

Net charge = +1
2S+1 = 2
LUMO (spin up / spin down) = -4.40 / -4.42 eV
<S²> = 0.76
Frontier orbital gap (spin up / spin down) = 5.147 / 5.318 eV
Relative energy (zero: lowest compared OMol25 entry of this formula, charge and spin) = 281.72 kJ/mol